C31H47BN8O4S3V as an isolated structure. Source: the Open Molecules 2025 dataset; level of theory: ωB97M-V/def2-TZVPD.

Properties
energy above the lowest of the compared OMol25 structures with the same formula, charge and spin = 14.9 kcal per mole
frontier orbital gap (alpha / beta) = 5.4 / 5.7 eV
2S+1 = 3
expectation value of S² = 2.186
maximum force = 0.054 Eh/bohr
net charge = -1
LUMO level (alpha / beta) = 2.15 / 2.15 eV

CARTESIAN COORDINATES (ANGSTROEM)
V 0.94 -0.01 -0.09
C -3.24 -0.07 -4.74
C -2.79 -1.38 -3.98
C -1.32 -1.68 -4.14
C -3.60 -2.60 -4.52
N -3.11 -1.18 -2.50
C -4.28 -1.70 -1.92
C -4.27 -1.35 -0.62
N -3.17 -0.50 -0.40
B -2.95 0.12 0.97
N -2.20 1.50 1.06
C -2.95 2.66 1.00
C -2.27 3.69 1.48
N -0.96 3.21 1.78
C -0.98 1.87 1.56
S 0.35 0.88 1.98
C 0.11 4.11 2.34
C -0.40 4.51 3.76
C 0.21 5.32 1.41
C 1.49 3.53 2.50
N -2.23 -0.93 1.89
C -2.60 -1.02 3.22
C -1.94 -2.06 3.75
N -1.06 -2.56 2.81
C -1.24 -1.85 1.62
S -0.40 -2.15 0.18
C -0.24 -3.79 3.01
C 1.26 -3.55 2.71
C -0.89 -4.90 2.12
C -0.33 -4.23 4.51
C -2.49 -0.36 -1.58
S -1.17 0.65 -1.82
H -2.83 -0.04 -5.77
H -2.99 0.82 -4.18
H -4.32 -0.12 -4.89
H -1.12 -1.90 -5.20
H -1.05 -2.58 -3.54
H -0.63 -0.85 -3.86
H -3.26 -2.78 -5.54
H -4.66 -2.32 -4.56
H -3.40 -3.51 -3.91
H -4.97 -2.32 -2.46
H -4.89 -1.62 0.20
H -4.04 0.32 1.46
H -3.93 2.63 0.57
H -2.56 4.71 1.67
H -1.32 5.15 3.63
H 0.40 5.07 4.31
H -0.69 3.63 4.35
H -0.73 5.92 1.54
H 0.32 5.02 0.35
H 1.05 5.99 1.68
H 1.51 2.70 3.23
H 2.16 4.33 2.91
H 1.88 3.16 1.57
H -3.35 -0.36 3.64
H -2.02 -2.47 4.76
H 1.36 -3.17 1.70
H 1.78 -4.53 2.74
H 1.76 -2.81 3.38
H -0.81 -4.60 1.05
H -1.95 -5.01 2.41
H -0.33 -5.86 2.28
H -0.01 -3.38 5.18
H 0.28 -5.11 4.65
H -1.38 -4.52 4.75
O 3.01 1.92 -5.43
C 2.60 2.85 -4.62
O 2.56 4.07 -4.87
C 2.20 2.46 -3.23
C 1.88 3.42 -2.27
N 1.38 2.74 -1.21
N 1.47 1.40 -1.39
C 1.98 1.20 -2.64
C 2.02 -0.17 -3.27
O 2.40 -0.18 -4.51
O 1.61 -1.19 -2.66
H 2.77 0.89 -5.03
H 1.91 4.51 -2.30
H 0.92 3.12 -0.37
C 4.50 0.81 0.48
C 4.05 -0.63 0.25
C 4.65 -1.27 -1.01
C 4.53 -1.46 1.45
C 2.55 -0.72 0.20
H 5.61 0.86 0.61
H 3.98 1.18 1.36
H 4.23 1.48 -0.37
H 5.76 -1.19 -0.95
H 4.29 -0.79 -1.91
H 4.38 -2.35 -1.09
H 5.65 -1.42 1.51
H 4.19 -2.50 1.35
H 4.10 -1.08 2.42
H 2.23 -1.78 0.07

Which charges does Löwdin predict for the atoms? In e, they are: 0.179 -0.023 -0.515 -0.066 -0.060 0.010 -0.053 -0.047 0.029 -0.590 0.056 -0.071 -0.049 -0.009 -0.603 0.753 -0.556 -0.031 -0.038 -0.124 0.028 -0.068 -0.073 -0.003 -0.634 0.742 -0.528 -0.048 -0.044 -0.069 -0.689 0.754 0.089 0.058 0.068 0.089 0.109 0.037 0.084 0.069 0.101 0.101 0.109 0.118 0.120 0.112 0.082 0.094 0.091 0.082 0.089 0.094 0.045 0.100 0.048 0.115 0.103 0.012 0.088 0.101 0.046 0.085 0.087 0.100 0.075 0.080 0.055 -0.528 0.008 -0.052 0.006 0.039 -0.118 -0.111 -0.530 0.027 -0.005 0.012 0.134 0.124 -0.072 -0.695 -0.056 -0.097 -0.280 0.082 0.063 0.078 0.079 0.064 0.093 0.081 0.069 0.085 0.008